Record 1
{"formula": "C4H30N2O11", "method": "ωB97M-V/def2-TZVPD", "smiles": "CNCC(=O)NC.O.O.O.O.O.O.O.O.O.O", "charge": 0, "orbital_gap_ev": 8.76, "e_above_lowest_kcal_mol": 24.80, "lumo_ev": 0.3, "elements": ["C", "N", "C", "C", "N", "C", "O", "H", "H", "H", "H", "H", "H", "H", "H", "H", "H", "H", "H", "O", "H", "H", "O", "H", "H", "O", "H", "H", "O", "H", "H", "O", "H", "H", "O", "H", "H", "O", "H", "H", "O", "H", "H", "O", "H", "H", "O"], "positions_angstrom": [[-3.07140, -2.06145, -0.06991], [-2.35318, -1.49642, 1.05371], [-1.83999, -0.14748, 0.80920], [-0.39255, -0.05113, 1.23756], [0.31844, 1.01311, 0.75521], [-0.28382, 2.25494, 0.28423], [0.16714, -0.89051, 1.92957], [-3.94039, -2.65289, 0.26497], [-2.48381, -2.74939, -0.67713], [-3.60895, -1.30072, -0.63260], [-1.63797, -2.07350, 1.46711], [-2.03181, 0.23769, -0.18295], [-2.36661, 0.49902, 1.53023], [1.23523, 1.18118, 1.15395], [-0.46637, 2.94296, 1.10750], [0.31842, 2.67201, -0.52090], [-1.24013, 2.10149, -0.21598], [-1.35370, -0.36545, -2.42976], [0.11344, -0.67333, -1.97765], [-0.76201, -1.07174, -2.11016], [1.60030, 0.34859, 3.34213], [2.84307, 1.03663, 3.84826], [1.96943, 1.23083, 3.48896], [-0.84481, -1.12142, 5.11962], [0.06999, -1.25459, 3.87022], [-0.09518, -0.72971, 4.66488], [-0.89375, 2.28404, -5.02168], [-0.22594, 0.91131, -4.80791], [-1.07168, 1.36254, -4.82317], [2.32729, -1.90348, 2.18618], [3.28475, -3.03107, 2.15487], [3.26554, -2.08541, 2.33404], [-2.53703, 0.87624, -3.84066], [-3.29702, -0.43076, -3.54234], [-2.96315, 0.36778, -3.12212], [3.25412, 3.80843, 1.23130], [2.58313, 2.68314, 2.07743], [2.65720, 3.05796, 1.19065], [1.61410, 0.25897, -0.88144], [2.33606, -1.06002, -1.20217], [1.91593, -0.29676, -1.61236], [0.48742, -2.91514, 0.42218], [1.69496, -3.28069, -0.43703], [1.43316, -2.75694, 0.32758], [1.80804, 1.05950, -3.27452], [1.28244, 2.46818, -2.92374], [1.18166, 1.74347, -3.54534]], "nbo_charge": [-0.4120, -0.6390, -0.3299, 0.7208, -0.6458, -0.4122, -0.7115, 0.1800, 0.1884, 0.2029, 0.3726, 0.2339, 0.2105, 0.4200, 0.2067, 0.2036, 0.2104, 0.4907, 0.4836, -1.0097, 0.4966, 0.4781, -0.9670, 0.4715, 0.4885, -0.9631, 0.4805, 0.5048, -0.9684, 0.4861, 0.4663, -0.9535, 0.5082, 0.4740, -0.9791, 0.4772, 0.4984, -0.9784, 0.4941, 0.4981, -0.9794, 0.4864, 0.4724, -0.9563, 0.5008, 0.4761, -0.9763]}

***

Record 2
{"formula": "C61H53Cl3GeN3O7S3Sr", "method": "ωB97M-V/def2-TZVPD", "charge": -1, "orbital_gap_ev": 5.32, "e_above_lowest_kcal_mol": 6.02, "lumo_ev": 1.9, "elements": ["Sr", "O", "C", "O", "C", "C", "C", "C", "C", "N", "C", "O", "O", "H", "H", "H", "H", "C", "C", "C", "C", "C", "C", "C", "S", "O", "C", "C", "C", "C", "C", "C", "C", "C", "C", "C", "C", "C", "C", "C", "C", "C", "C", "C", "C", "C", "S", "O", "C", "C", "C", "C", "C", "C", "C", "H", "H", "H", "H", "H", "H", "H", "H", "H", "H", "H", "H", "H", "H", "H", "H", "H", "H", "H", "H", "H", "H", "H", "H", "H", "H", "C", "Ge", "C", "C", "C", "H", "H", "H", "H", "H", "H", "H", "H", "H", "H", "Cl", "C", "C", "C", "C", "C", "C", "N", "C", "C", "N", "C", "O", "C", "C", "C", "Cl", "S", "C", "C", "C", "Cl", "C", "H", "H", "H", "H", "H", "H", "H", "H", "H", "H", "H", "H", "H"], "positions_angstrom": [[-0.67687, -0.12343, 0.49958], [-2.60653, -3.70447, 1.22281], [-2.11824, -2.34920, 0.92687], [-0.91536, -2.15246, 1.55052], [-3.19414, -1.35565, 1.45929], [-4.56604, -1.56469, 1.55995], [-5.37795, -0.45905, 1.78508], [-4.84106, 0.82638, 1.83665], [-3.46488, 0.94849, 1.73037], [-2.70083, -0.12914, 1.61788], [-2.69305, 2.27407, 1.53834], [-3.38237, 3.27303, 1.29457], [-1.43198, 2.15324, 1.56071], [-2.09536, -3.92316, 2.01243], [-4.96406, -2.56320, 1.44372], [-6.45126, -0.59292, 1.87775], [-5.45525, 1.71227, 1.92244], [7.15018, -0.86147, -3.94203], [5.73705, -0.50150, -3.56980], [5.15734, -0.98965, -2.40536], [3.84218, -0.68022, -2.07934], [3.11082, 0.14090, -2.91763], [3.65983, 0.62541, -4.09683], [4.96829, 0.30562, -4.41051], [1.40399, 0.52645, -2.52695], [0.71464, 0.69141, -3.83258], [1.70836, 2.16413, -1.82253], [2.55581, 2.19603, -0.69162], [2.73803, 3.35327, -0.00411], [2.07707, 4.53875, -0.40667], [2.25215, 5.75353, 0.30097], [1.59305, 6.88454, -0.07863], [0.72135, 6.85009, -1.18931], [0.53331, 5.69403, -1.88880], [1.20965, 4.49961, -1.52084], [1.01843, 3.26898, -2.23243], [0.05047, 3.29762, -3.37870], [0.52524, 3.77395, -4.64039], [1.89635, 4.07506, -4.85609], [2.33494, 4.51497, -6.07094], [1.42787, 4.68255, -7.14215], [0.10559, 4.40538, -6.96235], [-0.37753, 3.94721, -5.71045], [-1.74973, 3.66176, -5.50786], [-2.18862, 3.19494, -4.30883], [-1.27793, 2.99220, -3.24454], [-1.89919, 2.38037, -1.66253], [-0.87218, 1.37223, -1.20599], [-3.22305, 1.35191, -2.21317], [-4.43999, 1.47189, -1.56970], [-5.41682, 0.51033, -1.81755], [-5.16836, -0.55136, -2.67464], [-6.17957, -1.64684, -2.86653], [-3.92587, -0.63873, -3.31329], [-2.94207, 0.29505, -3.07788], [7.68018, -1.30639, -3.10031], [7.70853, 0.01729, -4.26817], [7.16720, -1.58149, -4.76295], [5.73315, -1.63441, -1.75159], [3.38696, -1.08957, -1.18391], [3.04770, 1.22998, -4.75610], [5.40435, 0.68159, -5.32983], [3.03530, 1.28731, -0.35231], [3.37565, 3.37352, 0.87192], [2.91429, 5.76104, 1.15891], [1.72619, 7.80566, 0.47425], [0.18893, 7.74612, -1.48169], [-0.14692, 5.68003, -2.72961], [2.59736, 3.94550, -4.04137], [3.38479, 4.73615, -6.21664], [1.78608, 5.02916, -8.10329], [-0.59932, 4.52791, -7.77647], [-2.44689, 3.80943, -6.32408], [-3.23485, 2.96054, -4.16703], [-4.59267, 2.26429, -0.84395], [-6.36404, 0.56591, -1.29430], [-7.12920, -1.39825, -2.39315], [-5.81135, -2.57497, -2.42358], [-6.36121, -1.83836, -3.92566], [-3.71360, -1.48685, -3.95484], [-1.95394, 0.19749, -3.51496], [-0.23350, -2.75891, -3.16147], [-1.18614, -3.41938, -1.54915], [-2.43851, -4.76553, -2.28481], [0.20241, -4.41145, -0.57087], [-2.04228, -2.01972, -0.57002], [-0.10839, -3.55614, -3.90019], [0.76617, -2.40488, -2.88855], [-0.75641, -1.92561, -3.63545], [-1.91999, -5.59337, -2.77740], [-3.09759, -4.29036, -3.01775], [-3.05117, -5.15792, -1.47111], [0.84816, -4.94719, -1.27267], [-0.25463, -5.12398, 0.11698], [0.79757, -3.71504, 0.02197], [-3.03440, -1.83264, -0.99895], [-1.14698, -0.94343, 9.88824], [-0.06987, -1.35215, 8.58622], [-0.01162, -0.54755, 7.46400], [0.83869, -0.90572, 6.43264], [1.63658, -2.04763, 6.48597], [2.54495, -2.44458, 5.33850], [3.39926, -1.28930, 4.78792], [2.74079, -0.48409, 3.77888], [2.27040, 0.80817, 3.91921], [1.66329, 1.11714, 2.74151], [1.76982, 0.04840, 1.87290], [2.42558, -0.87611, 2.52398], [1.92125, -3.12399, 4.25432], [0.53331, -2.89396, 3.97898], [-0.34057, -3.71342, 4.88318], [-1.52583, -3.31063, 5.41620], [-2.28054, -1.78836, 5.20696], [-2.24398, -4.49491, 6.42753], [-0.94298, -5.57255, 6.14887], [-0.01438, -5.03579, 5.31646], [1.55376, -2.81644, 7.64491], [2.49451, -4.27613, 7.84040], [0.70902, -2.48748, 8.69243], [-0.63965, 0.32808, 7.38337], [0.85119, -0.28770, 5.54604], [3.26308, -3.16332, 5.73099], [4.29950, -1.71680, 4.34548], [3.70873, -0.62580, 5.59605], [2.39984, 1.36181, 4.83332], [1.11691, 2.00858, 2.47070], [2.65002, -1.86585, 2.15965], [0.38017, -3.17384, 2.93693], [0.26659, -1.83738, 4.02180], [-0.93658, -6.54542, 6.61322], [0.89004, -5.54313, 5.01262], [0.65598, -3.11575, 9.56937]], "lowdin_charge": [1.4543, -0.0554, -0.7793, -0.3897, -0.2102, -0.0036, -0.0679, -0.0301, -0.1923, -0.0072, -0.6721, -0.0252, -0.1411, 0.0703, 0.1092, 0.0968, 0.1082, -0.0567, -0.2753, -0.0382, -0.0754, -0.3667, -0.0503, -0.0354, 1.0049, -0.4510, -0.2875, -0.0605, -0.0145, -0.1463, -0.0345, -0.0821, -0.0712, -0.0012, -0.0839, -0.1389, -0.1553, -0.1045, -0.0128, -0.0771, -0.0869, -0.0377, -0.1520, -0.0154, -0.0497, -0.2733, 1.1133, -0.7186, -0.3881, -0.0540, -0.0307, -0.2656, -0.0454, -0.0337, -0.0566, 0.0716, 0.0768, 0.0818, 0.1104, 0.1119, 0.1086, 0.1132, 0.0956, 0.1157, 0.1099, 0.0990, 0.1013, 0.1185, 0.1192, 0.0996, 0.0977, 0.1092, 0.1134, 0.1120, 0.1086, 0.1113, 0.0719, 0.0847, 0.0775, 0.1195, 0.1112, -0.2232, 0.7561, -0.2332, -0.2189, -0.3334, 0.0084, -0.0098, -0.0075, 0.0001, -0.0073, 0.0042, 0.0053, 0.0112, -0.0037, 0.0106, 0.6674, -0.6584, -0.1055, -0.0337, -0.1801, -0.2793, -0.0569, -0.0645, -0.0755, -0.1232, 0.0205, -0.1593, -0.0998, -0.1501, -0.3047, -0.9634, 0.7176, 0.9803, -0.4181, -0.1430, -0.5634, 0.7131, -0.1321, 0.1128, 0.1010, 0.1051, 0.1314, 0.1358, 0.1184, 0.1019, 0.1451, 0.1129, 0.1012, 0.0617, 0.1162, 0.1038]}

***

Record 3
{"formula": "C8H24N4P", "method": "ωB97M-V/def2-TZVPD", "smiles": "CN(C)P(N(C)C)(N(C)C)=[N+](C)C", "charge": 1, "orbital_gap_ev": 10.43, "e_above_lowest_kcal_mol": 13.68, "lumo_ev": -2.2, "elements": ["C", "C", "C", "C", "C", "C", "C", "C", "N", "N", "N", "N", "P", "H", "H", "H", "H", "H", "H", "H", "H", "H", "H", "H", "H", "H", "H", "H", "H", "H", "H", "H", "H", "H", "H", "H", "H"], "positions_angstrom": [[-1.39649, 0.29474, 2.33162], [-2.40661, 1.58577, 0.37894], [-1.15650, -2.49656, 0.27558], [1.07299, -2.33529, -0.82457], [1.63624, 1.87658, 1.07682], [2.16823, -0.44338, 1.52244], [1.22097, 1.04230, -2.24284], [-1.13538, 0.53191, -2.49075], [-1.38618, 0.73840, 0.80860], [-0.04680, -1.62908, -0.27290], [1.48164, 0.50677, 0.55463], [-0.07048, 0.71246, -1.53929], [-0.14609, 0.01852, -0.07494], [-1.23669, -0.87162, 2.41015], [-0.66509, 0.80402, 2.95048], [-2.39672, 0.62385, 2.74109], [-2.37438, 1.73238, -0.68206], [-3.40552, 1.18392, 0.66933], [-2.31647, 2.61923, 0.84288], [-1.66977, -2.96034, -0.66824], [-0.77342, -3.36810, 0.96648], [-1.89042, -1.88659, 0.83323], [0.79378, -3.38914, -1.25204], [1.33330, -1.86121, -1.79149], [1.99151, -2.53154, -0.16527], [1.14844, 2.82048, 0.63509], [1.49403, 1.91746, 2.17686], [2.70611, 2.16177, 1.12954], [1.58893, -1.31461, 1.45738], [3.22804, -0.63043, 1.15997], [2.14757, -0.17538, 2.55406], [1.62912, 0.19370, -2.93224], [0.95831, 1.89888, -2.91593], [1.97223, 1.35185, -1.43300], [-0.53614, 0.07274, -3.42170], [-1.81437, -0.25928, -2.12182], [-1.74793, 1.46484, -2.64609]], "nbo_charge": [-0.4229, -0.4023, -0.4187, -0.4382, -0.4668, -0.4059, -0.4083, -0.4205, -0.7924, -0.8375, -0.7525, -0.8584, 2.3664, 0.2173, 0.2219, 0.2400, 0.2215, 0.2069, 0.2107, 0.2198, 0.2258, 0.2148, 0.2398, 0.2215, 0.2218, 0.2396, 0.1925, 0.2263, 0.1981, 0.2203, 0.2036, 0.2024, 0.2183, 0.2482, 0.2240, 0.2041, 0.2189]}

***

Record 4
{"formula": "C21H35Cl2MnN2O4", "method": "ωB97M-V/def2-TZVPD", "spin_multiplicity": 5, "charge": 0, "orbital_gap_ev": [5.48, 6.30], "lumo_ev": [-0.5, 0.2], "elements": ["O", "C", "C", "C", "H", "C", "H", "C", "H", "C", "H", "C", "H", "H", "C", "C", "H", "H", "H", "C", "C", "H", "H", "H", "H", "Mn", "Cl", "Cl", "H", "H", "C", "C", "N", "H", "C", "O", "H", "H", "H", "H", "H", "H", "C", "C", "N", "H", "C", "O", "H", "H", "H", "H", "C", "C", "C", "O", "C", "H", "H", "H", "H", "H", "H", "H", "H"], "positions_angstrom": [[-0.08714, 0.84485, -0.53121], [0.75732, 1.96015, -0.52269], [1.47405, 2.12214, -1.84308], [1.54770, 1.07430, -2.75430], [1.04288, 0.15126, -2.51117], [2.23779, 1.21522, -3.94970], [2.29544, 0.38326, -4.64149], [2.85630, 2.41883, -4.26070], [3.39622, 2.53223, -5.19218], [2.77025, 3.47976, -3.36797], [3.24078, 4.42568, -3.60441], [2.08660, 3.32814, -2.17038], [2.02522, 4.15549, -1.47390], [0.17284, 2.87281, -0.36129], [1.01288, 2.09696, 1.96919], [1.69438, 1.81632, 0.66930], [1.68975, 2.43532, 2.74938], [0.48722, 1.21088, 2.32057], [0.25126, 2.86891, 1.83432], [2.96619, 1.43750, 0.52512], [3.97981, 1.21122, 1.59523], [3.33508, 1.28969, -0.48426], [4.84407, 1.86463, 1.51393], [4.34465, 0.18124, 1.57435], [3.54453, 1.35747, 2.58731], [0.01527, -0.74744, 0.45382], [1.17571, -1.98189, -1.13385], [1.92867, -0.27248, 1.67141], [-2.27691, -0.15989, -4.57244], [-2.25899, -2.77566, -3.80726], [-1.53802, -0.09998, -3.77479], [-1.60291, -2.44133, -3.00386], [-1.85885, -1.03966, -2.72225], [-1.52663, 0.91307, -3.38248], [-2.14564, -0.62184, -1.49741], [-1.85129, -1.21126, -0.44288], [-1.76554, -3.02698, -2.10820], [-2.71395, 0.31754, -1.47291], [-0.55446, -0.33097, -4.18427], [-0.56576, -2.55950, -3.30708], [-3.37177, 0.54378, 4.47339], [-4.99065, 1.79408, 2.65829], [-2.65806, 1.23608, 4.02555], [-4.07538, 2.22587, 2.25450], [-2.93653, 1.40959, 2.61594], [-1.65433, 0.84559, 4.15516], [-2.12026, 0.90395, 1.69088], [-1.18702, 0.12509, 1.94988], [-4.14455, 2.27411, 1.17445], [-2.30800, 1.23658, 0.67138], [-2.71758, 2.19203, 4.54360], [-3.96061, 3.23391, 2.65582], [0.68299, -4.64322, 1.44164], [-0.74402, -4.60321, 1.90009], [-1.14191, -3.27102, 1.29455], [-0.06556, -2.39855, 1.57477], [1.09153, -3.21171, 1.75612], [1.31867, -5.42026, 1.91837], [0.69281, -4.79284, 0.33835], [-0.77383, -4.52497, 3.01109], [-1.36544, -5.46368, 1.57414], [-1.24054, -3.40932, 0.19707], [-2.09514, -2.91167, 1.73804], [1.35845, -3.14404, 2.83527], [1.97995, -2.92211, 1.16613]], "nbo_charge": [-0.7987, 0.0461, -0.0307, -0.2257, 0.2338, -0.2062, 0.2045, -0.2283, 0.2069, -0.2374, 0.2067, -0.1497, 0.1998, 0.1683, -0.6649, -0.0138, 0.2156, 0.2463, 0.1810, -0.1575, -0.6495, 0.2147, 0.2070, 0.2289, 0.2117, 1.2944, -0.5817, -0.4939, 0.1932, 0.1957, -0.4030, -0.4132, -0.4008, 0.2276, 0.6102, -0.7144, 0.2268, 0.1327, 0.2253, 0.2295, 0.2026, 0.2045, -0.4220, -0.3970, -0.3890, 0.2489, 0.5761, -0.6782, 0.2130, 0.1555, 0.2055, 0.2034, -0.4352, -0.4222, -0.0737, -0.5560, -0.0790, 0.2261, 0.2154, 0.2002, 0.2208, 0.1928, 0.2044, 0.1922, 0.2536]}

***

| no. | DFT total energy (Eh) |
| --- | --- |
| 1 | -1107.56446 |
| 2 | -7730.15698 |
| 3 | -879.27851 |
| 4 | -3302.99845 |